No. 1
29
Properties=species:S:1:pos:R:3 method="wB97M-V/def2-TZVPD" multiplicity=1 e_tot_ha=-553.76756 fmax_ev_per_a=2.80 e_above_lowest_kcal_mol=2.8 gap_ev=8.80 homo_ev=-8.39 smiles=C[C@@H](N)CNCN.O.O.O
C -1.91 0.32 -0.48
C -1.65 0.04 1.00
N -1.58 -1.40 1.32
C -0.31 0.64 1.49
N -0.16 2.08 1.20
C 1.24 2.47 0.96
N 1.83 2.10 -0.35
H -2.70 -0.35 -0.89
H -2.28 1.40 -0.56
H -1.03 0.16 -1.06
H -2.48 0.50 1.63
H -0.74 -1.85 0.95
H -2.39 -1.91 1.03
H -0.24 0.51 2.60
H 0.50 0.02 1.09
H -0.77 2.36 0.48
H 1.89 2.00 1.75
H 1.32 3.61 1.10
H 1.65 1.08 -0.57
H 1.42 2.66 -1.08
O -0.38 -2.60 -1.95
H -0.87 -2.31 -1.11
H 0.36 -3.13 -1.61
O 1.09 -0.34 -2.04
H 0.44 -1.12 -2.20
H 1.78 -0.37 -2.69
O 1.30 -2.08 0.00
H 1.33 -1.34 -0.56
H 2.03 -2.05 0.62

***

No. 2
48
Properties=species:S:1:pos:R:3 method="wB97M-V/def2-TZVPD" multiplicity=1 e_tot_ha=-1062.03587 fmax_ev_per_a=4.43 e_above_lowest_kcal_mol=15.4 gap_ev=11.87 homo_ev=-11.45 smiles=CC#N.CC#N.CC#N.CC#N.CC#N.CC#N.CC#N.CC#N
C 5.53 14.27 -21.57
C 6.11 13.06 -20.98
N 6.56 12.05 -20.60
H 4.63 13.96 -22.11
H 6.20 14.73 -22.31
H 5.24 14.87 -20.71
C 5.37 12.06 -26.33
C 6.22 12.63 -25.30
N 6.89 13.06 -24.46
H 5.04 11.05 -26.10
H 5.97 12.02 -27.24
H 4.43 12.62 -26.34
C 9.80 7.30 -22.33
C 8.75 7.00 -21.45
N 7.89 6.81 -20.73
H 9.74 6.65 -23.21
H 10.78 7.07 -21.91
H 9.76 8.32 -22.71
C 0.99 7.42 -21.42
C 2.35 7.82 -21.01
N 3.37 8.17 -20.71
H 0.27 8.24 -21.35
H 0.66 6.59 -20.79
H 0.89 7.01 -22.42
C 4.91 5.23 -21.17
C 3.52 4.78 -21.20
N 2.41 4.50 -21.20
H 5.54 4.59 -20.56
H 5.01 6.24 -20.77
H 5.24 5.19 -22.21
C 6.01 9.28 -22.51
C 4.81 9.88 -23.09
N 3.90 10.42 -23.59
H 6.51 10.16 -22.11
H 6.65 8.80 -23.24
H 5.72 8.58 -21.73
C 9.24 12.21 -21.75
C 10.41 12.06 -22.59
N 11.29 11.94 -23.31
H 8.73 11.26 -21.78
H 8.58 12.97 -22.16
H 9.62 12.43 -20.75
C 0.55 11.64 -23.15
C 1.01 11.80 -24.54
N 1.39 11.99 -25.60
H -0.53 11.54 -23.20
H 0.77 12.47 -22.48
H 1.06 10.74 -22.82

***

No. 3
37
Properties=species:S:1:pos:R:3 method="wB97M-V/def2-TZVPD" multiplicity=1 e_tot_ha=-637.30531 fmax_ev_per_a=5.32 e_above_lowest_kcal_mol=77.3 gap_ev=8.28 homo_ev=-8.26 smiles=CC(C)CNC(C)C.O.O.O.O
C -3.06 0.87 -0.71
C -2.21 -0.39 -0.83
C -2.49 -1.20 -2.17
C -0.76 -0.01 -0.71
N 0.29 -0.94 -0.88
C 1.18 -1.42 0.13
C 2.48 -0.48 0.43
C 0.48 -1.52 1.63
H -3.13 1.41 -1.76
H -4.24 0.77 -0.41
H -2.56 1.59 0.09
H -2.45 -1.09 0.09
H -1.63 -1.70 -2.49
H -3.37 -1.83 -2.13
H -2.53 -0.40 -2.93
H -0.84 0.31 0.37
H -0.61 0.79 -1.51
H 0.85 -0.61 -1.67
H 1.40 -2.46 -0.20
H 2.25 0.41 0.94
H 3.09 -0.30 -0.47
H 3.18 -1.01 1.07
H -0.52 -1.37 1.78
H 0.78 -2.54 1.92
H 0.96 -0.90 2.27
O -1.03 -3.92 0.41
H -1.37 -3.27 -0.20
H -0.41 -4.40 -0.11
O 3.04 2.27 3.60
H 2.36 2.78 4.05
H 3.22 2.52 2.66
O 1.41 2.72 -3.02
H 0.50 2.68 -3.46
H 1.29 3.07 -2.13
O 0.04 2.74 1.62
H -0.48 3.50 1.65
H 0.90 3.08 1.28

***

No. 4
142
Properties=species:S:1:pos:R:3 method="wB97M-V/def2-TZVPD" multiplicity=1 e_tot_ha=-3031.28858 fmax_ev_per_a=2.05 e_above_lowest_kcal_mol=0.0 total_charge=-1 gap_ev=7.12 homo_ev=-5.71
Cs 6.25 29.61 -25.55
S 7.51 27.13 -23.32
O 8.71 27.08 -24.18
O 6.40 26.54 -24.12
O 7.68 26.33 -22.10
O 7.10 28.52 -23.00
C 10.29 29.68 -21.80
C 10.46 30.58 -23.03
C 11.92 30.70 -23.40
O 12.76 31.03 -22.35
C 12.54 32.33 -21.86
N 9.64 30.09 -24.15
H 10.73 28.68 -21.94
H 9.27 29.59 -21.43
H 10.86 30.06 -20.94
H 10.09 31.57 -22.72
H 11.99 31.48 -24.17
H 12.29 29.74 -23.78
H 11.58 32.39 -21.32
H 12.52 33.07 -22.67
H 13.32 32.58 -21.14
H 9.97 29.17 -24.44
H 8.75 29.84 -23.74
C 5.99 22.34 -20.85
C 5.48 23.37 -21.88
C 4.81 24.51 -21.14
O 3.62 24.21 -20.41
C 2.58 23.78 -21.24
N 6.55 23.85 -22.70
H 6.66 22.85 -20.14
H 6.59 21.59 -21.37
H 5.15 21.90 -20.31
H 4.71 22.82 -22.43
H 4.61 25.33 -21.86
H 5.48 25.02 -20.44
H 2.62 22.69 -21.36
H 2.55 24.31 -22.19
H 1.65 24.03 -20.72
H 6.18 24.53 -23.37
H 7.20 24.43 -22.17
C 3.59 24.91 -25.16
C 4.28 25.27 -26.47
C 3.28 25.33 -27.60
O 2.74 24.05 -27.83
C 1.76 24.08 -28.82
N 5.00 26.54 -26.35
H 4.27 24.84 -24.32
H 3.10 23.93 -25.21
H 2.77 25.60 -24.92
H 4.98 24.47 -26.73
H 3.73 25.74 -28.52
H 2.49 26.05 -27.32
H 0.97 24.82 -28.66
H 1.37 23.07 -28.89
H 2.20 24.28 -29.82
H 5.61 26.56 -25.52
H 4.27 27.18 -26.03
C 3.39 27.99 -21.02
C 3.11 27.83 -22.51
C 1.86 28.56 -22.94
O 0.74 28.15 -22.19
C -0.01 27.15 -22.81
N 4.25 28.27 -23.35
H 4.39 27.59 -20.81
H 2.63 27.55 -20.38
H 3.40 29.06 -20.78
H 3.02 26.75 -22.69
H 1.69 28.42 -24.02
H 2.04 29.63 -22.86
H -0.84 26.97 -22.11
H 0.55 26.21 -22.91
H -0.49 27.45 -23.75
H 4.70 27.43 -23.74
H 5.02 28.57 -22.75
C 6.81 29.44 -19.74
C 6.13 30.65 -20.42
C 6.40 31.92 -19.67
O 6.05 31.77 -18.31
C 6.14 32.97 -17.61
N 6.54 30.85 -21.82
H 6.69 28.59 -20.40
H 6.34 29.24 -18.78
H 7.86 29.68 -19.52
H 5.05 30.53 -20.36
H 5.87 32.79 -20.09
H 7.48 32.20 -19.76
H 7.18 33.34 -17.61
H 5.84 32.78 -16.58
H 5.52 33.76 -18.05
H 6.75 29.90 -22.17
H 7.45 31.29 -21.76
C 14.71 30.27 -25.80
C 15.41 28.92 -25.85
C 14.48 27.79 -26.25
O 13.45 27.74 -25.27
C 12.31 27.02 -25.71
N 16.60 29.00 -26.72
H 14.09 30.40 -26.69
H 15.47 31.06 -25.82
H 14.13 30.37 -24.90
H 15.70 28.62 -24.83
H 15.00 26.83 -26.20
H 14.02 28.02 -27.22
H 12.49 25.94 -25.68
H 12.06 27.34 -26.73
H 11.46 27.18 -25.05
H 17.14 28.15 -26.55
H 17.23 29.68 -26.29
C 9.52 25.57 -27.43
C 8.09 25.14 -27.11
C 7.59 24.09 -28.09
O 7.60 24.63 -29.38
C 7.28 23.66 -30.36
N 8.04 24.67 -25.72
H 9.86 26.29 -26.68
H 9.59 26.11 -28.38
H 10.25 24.76 -27.41
H 7.44 26.03 -27.22
H 6.56 23.81 -27.81
H 8.20 23.18 -27.97
H 8.14 23.00 -30.48
H 7.16 24.18 -31.32
H 6.33 23.15 -30.18
H 8.34 25.44 -25.11
H 7.06 24.60 -25.44
C 10.06 27.37 -18.83
C 9.27 26.10 -18.61
C 7.91 26.36 -17.98
O 7.37 25.16 -17.53
C 6.08 25.34 -17.03
N 9.11 25.37 -19.87
H 9.60 27.92 -19.67
H 11.05 27.15 -19.24
H 10.11 27.99 -17.94
H 9.84 25.44 -17.94
H 7.29 26.83 -18.76
H 7.97 27.13 -17.18
H 6.00 26.15 -16.29
H 5.70 24.42 -16.60
H 5.37 25.60 -17.83
H 8.59 25.96 -20.54
H 8.42 24.64 -19.66

***

No. 5
11
Properties=species:S:1:pos:R:3 method="wB97M-V/def2-TZVPD" multiplicity=1 e_tot_ha=-3181.65021 fmax_ev_per_a=4.43 e_above_lowest_kcal_mol=44.0 gap_ev=8.16 homo_ev=-9.13 smiles="C=C(Br)C#N.C=S"
C -1.13 -0.69 -1.93
C -1.71 -0.90 -0.68
Br -2.85 0.45 0.13
C -1.78 -2.19 -0.14
N -1.92 -3.25 0.26
H -0.60 -1.41 -2.51
H -1.38 0.27 -2.37
C 0.33 -0.41 0.96
S 1.54 -0.18 -0.06
H -0.45 -1.20 0.88
H 0.06 -0.03 2.05

***

No. 6
18
Properties=species:S:1:pos:R:3 method="wB97M-V/def2-TZVPD" multiplicity=1 e_tot_ha=-343.37538 fmax_ev_per_a=1.22 e_above_lowest_kcal_mol=11.1 gap_ev=10.67 homo_ev=-9.94 smiles=CNCN.O.O
C -0.11 1.27 1.67
N 0.22 1.21 0.22
C 0.77 -0.06 -0.23
N -0.21 -1.04 -0.67
H -1.18 1.13 1.85
H 0.16 2.26 2.02
H 0.47 0.52 2.20
H 0.89 1.96 0.06
H 1.41 0.15 -1.08
H 1.42 -0.59 0.47
H -0.82 -0.62 -1.37
H -0.80 -1.31 0.12
O 1.68 -3.31 -0.77
H 1.12 -2.53 -0.57
H 1.84 -3.23 -1.71
O -2.53 1.08 -0.68
H -1.61 1.20 -0.37
H -2.73 1.90 -1.16